(1)
# C6H14AsF6N2O3RuS

C6H14AsF6N2O3RuS as an isolated structure (ωB97M-V/def2-TZVPD, the OMol25 dataset).

Positions of all 34 atoms, in Å:
Ru  0.86  -0.44  -0.33
C  2.53  3.15  3.02
O  2.08  1.76  2.67
C  1.62  1.42  1.57
O  1.22  0.17  1.44
N  1.45  2.20  0.49
N  0.88  1.58  -0.66
H  2.87  3.06  4.04
H  1.67  3.81  2.94
H  3.35  3.42  2.35
H  1.72  3.18  0.43
H  1.49  1.74  -1.47
H  -0.04  1.99  -0.86
F  1.05  -1.30  -1.91
As  4.48  -0.24  -1.91
F  2.85  -0.26  -0.53
F  4.14  -1.85  -1.90
F  5.16  0.41  -0.56
F  5.71  -0.16  -2.99
F  3.37  0.76  -2.66
O  -1.09  -0.50  -0.18
S  -1.76  -1.92  0.21
C  -2.72  -2.40  -1.27
C  -4.14  -1.96  -1.08
C  -4.43  -1.42  0.24
C  -3.24  -1.49  1.18
H  -2.63  -3.50  -1.32
H  -2.22  -2.01  -2.16
H  -4.94  -2.74  -1.37
H  -4.59  -1.37  -1.94
H  -5.38  -1.83  0.71
H  -4.94  -0.41  0.15
H  -3.33  -2.30  1.91
H  -3.05  -0.57  1.75

## Properties
orbital gap (alpha / beta)	7.864 / 6.342	eV
⟨S²⟩	0.7538
energy relative to the best compared isomer or geometry (same formula, charge and spin)	0.0	kcal per mole
net charge	+4
E	-3898.4235	Ha
spin multiplicity	2
HOMO (alpha / beta)	-24.94 / -24.94	eV

Results of the Mulliken charge analysis, in e, for atoms 1 through 6:
1. Ru 1.3952
2. C -0.7429
3. O -0.2258
4. C 0.9565
5. O -0.5039
6. N -0.1033



(2)
# C9H34BN2O13P5

A 3-piece molecular cluster, C9H34BN2O13P5 overall (ωB97M-V/def2-TZVPD, the OMol25 dataset).

Positions of all 64 atoms, in Å:
C  0.46  -1.14  0.07
N  1.22  0.16  0.25
C  0.69  1.28  -0.60
B  1.42  0.51  1.70
O  2.36  -0.38  2.47
P  0.60  1.92  2.70
C  -1.05  0.97  2.91
P  -2.58  2.15  3.00
O  -2.69  2.87  4.43
O  -3.98  1.11  2.74
O  -2.61  3.33  1.68
P  2.49  3.07  2.52
N  2.47  4.06  1.01
O  2.56  4.29  3.81
H  -0.67  -1.10  0.37
H  1.01  -1.97  0.72
H  0.48  -1.50  -1.06
H  0.78  2.35  -0.14
H  1.37  1.30  -1.58
H  -0.41  1.11  -1.00
H  2.96  0.20  3.03
H  -0.05  3.08  2.11
H  0.80  1.99  4.15
H  -1.02  0.27  3.88
H  -1.21  0.33  1.94
H  -3.68  0.53  1.96
H  -2.65  2.76  0.84
H  2.70  3.49  0.17
H  3.26  4.77  1.11
H  1.98  5.05  3.45
C  6.64  -1.99  -4.43
O  7.00  -1.94  -3.06
P  5.66  -2.07  -1.96
O  5.24  -0.65  -2.36
O  6.71  -2.01  -0.69
C  7.86  -1.18  -0.75
O  4.33  -2.20  -0.87
C  4.09  -1.14  0.05
H  7.54  -2.13  -5.02
H  5.95  -2.82  -4.61
H  6.17  -1.05  -4.73
H  7.68  -0.27  -1.34
H  8.70  -1.74  -1.17
H  8.13  -0.88  0.27
H  3.88  -0.20  -0.47
H  4.93  -1.02  0.74
H  3.20  -1.41  0.64
C  -5.15  -3.45  -2.25
O  -6.28  -2.86  -1.63
P  -6.44  -1.16  -1.88
O  -5.25  -0.93  -0.93
O  -7.85  -1.16  -1.01
C  -7.99  -2.01  0.12
O  -6.60  0.54  -2.13
C  -6.61  1.42  -1.01
H  -5.26  -4.53  -2.22
H  -5.08  -3.12  -3.28
H  -4.24  -3.18  -1.70
H  -7.04  -2.15  0.64
H  -8.39  -2.98  -0.20
H  -8.70  -1.55  0.81
H  -5.68  1.34  -0.44
H  -7.47  1.20  -0.36
H  -6.70  2.44  -1.38

## Properties
orbital gap	4.030	eV
E	-3182.3143	Ha
SMILES string	CN(C)B(O)[PH2](CP(=O)(O)O)P(N)O.COP(=O)(OC)OC.COP(=O)(OC)OC
HOMO	-7.28	eV

Results of the Mulliken charge analysis, in e, for atoms 1 through 6:
1. C -0.9868
2. N 0.2109
3. C -0.8126
4. B 0.6747
5. O -0.5642
6. P -0.0144